(1)
The following is a DFT calculation (ωB97M-V/def2-TZVPD) of the ion C4H11N5O with charge +2.

XYZ file:
```
21
Properties=species:S:1:pos:R:3:forces:R:3
C 1.2375 -0.5365 -0.0455 1.81 -4.14 -3.38
H -0.9583 -1.7816 1.6183 0.05 1.36 -1.04
N 2.4612 -0.7298 -0.6504 -3.54 0.64 1.70
H 3.1422 -0.0358 -0.5402 1.12 1.24 0.12
N 1.2162 2.0563 0.1954 1.24 -3.83 -5.84
N 0.3438 -1.5847 -0.1144 1.54 0.82 0.32
H -3.4804 0.5142 -0.6382 1.19 0.07 0.20
H 1.3332 2.7480 0.8233 0.82 2.19 3.19
H 0.5509 0.5768 1.5293 0.22 0.01 1.20
C 0.7415 0.7239 0.4908 -3.30 2.74 -0.55
H 0.6251 -2.4996 -0.5513 -0.23 1.41 0.67
N -2.9479 -0.3031 -0.3147 -2.32 -1.19 -0.51
H 2.7714 -1.5482 -1.1510 -0.35 -0.41 0.12
H -0.5489 2.5345 -0.1770 -0.09 0.32 -0.40
C -0.9775 -1.5394 0.5060 -0.04 0.07 -0.02
N -1.6578 -0.2643 0.0428 2.68 0.84 0.89
H 1.8478 2.1748 -0.6980 -1.79 -0.24 2.48
O -1.3642 1.9600 -0.2861 0.02 0.61 -0.16
H -3.4193 -0.7410 0.4433 -1.09 -0.39 0.41
H -1.5379 -2.3718 0.1287 -0.44 -0.23 -0.65
C -0.9385 0.8078 -0.0064 2.48 -1.89 1.25
```
Positions in Å, forces in eV/Å.

Energy above the lowest of the compared OMol25 structures with the same formula, charge and spin = 2.344 eV
SMILES = N[C@@H]1C(=[NH2+])NC[N+](N)=C1O
Charge = +2
E = -507.34865 hartree
Highest occupied orbital energy = -17.61 eV
Kohn-Sham gap = 9.3 eV

(2)
The following is a DFT calculation (ωB97M-V/def2-TZVPD) of a cluster of 2 separate species, C4H11NO in total.

XYZ file:
```
17
Properties=species:S:1:pos:R:3:forces:R:3
C 0.1365 -1.2440 -0.9725 0.67 0.60 0.43
H 0.9972 -1.8936 -0.7442 0.20 0.42 -0.13
H -3.3250 -2.5632 5.8834 -0.26 0.08 -0.11
H 1.9125 0.6249 0.6313 -0.24 -0.48 -0.11
H -2.9534 -1.9007 4.5267 -0.18 0.06 -0.08
H 0.1576 0.8540 1.0815 0.29 -0.11 0.40
H 1.3884 2.5982 -1.8643 -0.26 0.38 -0.02
H 0.6268 0.2480 -3.0806 -0.86 -0.15 0.19
C 0.5202 0.8325 -2.1692 -0.16 0.95 0.79
H 0.9903 1.9788 0.0299 0.05 0.05 0.50
C 0.9118 0.9172 0.2947 -1.16 1.30 -0.48
H 0.9595 2.3052 -3.3838 -0.21 0.40 0.20
N 0.6013 2.2667 -2.4235 1.13 -1.32 -0.19
H -0.1798 -1.4376 -1.9958 -0.49 -0.63 0.26
H -0.5518 -1.5151 -0.1673 -0.54 -0.02 -0.48
C 0.4024 0.2615 -0.9522 1.53 -1.38 -1.35
O -2.5946 -2.3329 5.3059 0.48 -0.13 0.18
```
Positions in Å, forces in eV/Å.

Multiplicity = 2
Energy above the lowest of the compared OMol25 structures with the same formula, charge and spin = 0.943 eV
Charge = -1
E = -288.90740 hartree
Highest occupied orbital energy (alpha / beta) = 1.33 / -4.58 eV
Kohn-Sham gap (alpha / beta) = 1.8 / 7.9 eV

(3)
The following is a DFT calculation (ωB97M-V/def2-TZVPD) of the ion C4H11NO with charge -1.

XYZ file:
```
17
Properties=species:S:1:pos:R:3:forces:R:3
C -2.3393 1.0726 0.4555 0.48 -0.86 2.87
H -2.6642 0.5838 1.4380 -1.02 1.71 -0.97
H -3.0745 1.5730 -0.1462 -0.96 -1.11 -1.23
H -0.2064 0.2321 -1.6460 -0.02 -0.29 -2.33
H -1.8765 -0.7147 -0.2729 -0.54 -1.35 -0.81
O 1.1223 -0.4669 1.4543 0.65 -0.48 -2.62
C -0.0257 0.2625 -0.6303 -2.29 0.53 4.63
C 0.8956 -0.7895 -0.0367 1.67 2.84 0.81
H 0.3323 1.2969 -0.3133 -0.38 -1.35 -0.48
N -1.3985 0.0198 0.1687 3.23 1.21 -1.89
H 2.4627 -1.0400 -1.6885 -0.44 -0.50 -1.00
H 0.2568 -0.1615 1.7072 -0.92 0.25 0.24
C 2.3115 -0.7800 -0.6727 -1.34 1.62 1.57
H -1.8311 1.9768 0.6648 1.17 0.84 1.00
H 2.7793 0.2012 -0.4961 -0.11 -0.34 0.06
H 0.5660 -1.7764 0.0249 -1.15 -1.47 -0.56
H 2.6896 -1.4897 -0.0108 1.95 -1.24 0.71
```
Positions in Å, forces in eV/Å.

Multiplicity = 2
Energy above the lowest of the compared OMol25 structures with the same formula, charge and spin = 2.021 eV
Charge = -1
E = -288.86779 hartree
Highest occupied orbital energy (alpha / beta) = 1.37 / -5.12 eV
Kohn-Sham gap (alpha / beta) = 2.6 / 9.1 eV

(4)
The following is a DFT calculation (ωB97M-V/def2-TZVPD) of a cluster of 2 separate species, C4H11NO in total.

XYZ file:
```
17
Properties=species:S:1:pos:R:3:forces:R:3
H -0.3512 -2.0836 -2.4749 -0.06 -0.64 0.26
H 1.2600 -2.6633 -0.7666 0.00 0.20 -0.16
H -2.6484 1.4395 0.1899 -0.14 -0.27 0.18
H 0.0730 -2.1065 0.3973 0.09 -0.22 -0.10
H 0.6884 1.8596 -0.2821 0.64 0.90 -1.38
N 1.4487 -0.6976 -0.0482 0.40 -0.27 0.63
H -1.8665 2.6698 0.3837 0.05 0.30 0.07
C -0.3961 -1.4210 -1.6044 1.95 -0.55 -0.85
O -2.2462 1.9535 0.9201 -0.37 0.04 -0.30
H 0.0065 -0.5350 -2.0899 -0.54 0.66 0.31
H 1.9402 -0.2483 -0.8125 -0.32 0.32 0.30
H -1.4260 -1.3441 -1.3342 -0.52 0.48 0.51
C 0.8077 0.1564 0.8651 -0.10 2.48 -0.90
H -0.0083 2.0537 1.3676 0.29 -0.17 0.25
C 0.5825 1.4695 0.6806 -0.09 -1.50 0.61
C 0.6408 -1.8033 -0.4892 -1.41 -0.42 -0.09
H 0.3583 -0.1898 1.7614 0.12 -1.34 0.67
```
Positions in Å, forces in eV/Å.

Multiplicity = 2
Energy above the lowest of the compared OMol25 structures with the same formula, charge and spin = 1.256 eV
Charge = -1
E = -288.89589 hartree
Highest occupied orbital energy (alpha / beta) = 1.15 / -4.72 eV
Kohn-Sham gap (alpha / beta) = 2.9 / 8.6 eV